C37H88Br12N9O18P3 | the ωB97M-V functional and the def2-TZVPD basis

Output
Net charge: +1
HOMO energy (spin up / spin down), eV: -9.52 / -9.52
Maximum force, hartree/bohr: 0.096
Spin multiplicity: 2
Relative energy (zero: lowest compared OMol25 entry of this formula, charge and spin), kJ/mol: 157.5

Last column: Mulliken charge in e.
Element x y z (Å)
C1 3.86683 3.88224 -2.66954  0.64
Br1 5.74254 3.31036 -2.70447  -0.07
Br2 3.25750 4.32532 -4.50787  -0.07
Br3 3.49054 5.31580 -1.31700  0.02
H1 3.30675 2.98578 -2.40354  -0.58
C2 -0.31444 -1.67034 3.76666  -0.22
Br4 -1.99985 -1.98938 2.74036  0.05
Br5 -0.73350 -1.01121 5.57264  -0.06
Br6 0.83619 -0.31664 2.93228  0.15
H2 0.10518 -2.64660 4.00945  0.12
C3 -2.06783 2.14540 2.40264  0.13
Br7 -3.30353 1.36011 3.86608  -0.06
Br8 -0.44120 2.92937 3.34669  0.05
Br9 -3.01910 3.34379 1.18908  -0.05
H3 -1.67326 1.31967 1.81053  -0.13
C4 -5.62866 4.57405 -2.42469  -0.47
Br10 -3.70762 3.98822 -2.02406  0.12
Br11 -6.33398 6.08178 -1.27791  -0.05
Br12 -7.01467 3.16616 -2.52145  -0.05
H4 -5.66786 4.92095 -3.45728  0.41
O1 -4.20773 -3.86884 -2.35653  -0.70
P1 -5.35816 -3.00128 -1.89887  0.08
N1 -5.13533 -1.27299 -1.97020  0.43
C5 -6.12256 -0.40554 -1.37858  -0.50
C6 -3.77147 -0.78769 -1.86233  -1.12
N2 -5.80153 -3.30956 -0.28969  0.25
C7 -4.70263 -3.62264 0.72164  -0.90
C8 -7.09646 -2.94398 0.43126  -1.21
N3 -6.79297 -3.26790 -2.84393  0.21
C9 -6.96359 -2.52583 -4.15877  -1.12
C10 -7.30553 -4.68826 -2.85196  -1.06
H5 -5.95053 -0.50389 -0.30674  0.30
H6 -7.13374 -0.80819 -1.43749  0.36
H7 -6.11060 0.61817 -1.75275  -0.23
H8 -3.06847 -1.49203 -2.30706  0.28
H9 -3.43223 -0.72630 -0.82828  0.27
H10 -3.78749 0.14576 -2.42493  0.50
H11 -3.89996 -2.88532 0.70869  -0.01
H12 -5.02060 -3.68464 1.76239  0.47
H13 -4.23125 -4.56575 0.44514  0.29
H14 -7.06230 -2.08563 1.10220  0.31
H15 -7.86830 -2.81162 -0.32691  0.38
H16 -7.28486 -3.85145 1.00493  0.49
H17 -7.11115 -3.22572 -4.98126  0.48
H18 -7.72664 -1.74746 -4.16098  0.27
H19 -5.99990 -2.20328 -4.55289  0.36
H20 -6.53571 -5.39463 -3.16260  0.34
H21 -8.13117 -4.83937 -3.54737  0.43
H22 -7.53749 -5.07440 -1.85939  0.31
O2 1.47835 6.05384 1.07973  -0.68
P2 1.76003 6.41128 2.52251  0.44
N4 2.09755 5.09998 3.59537  0.76
C11 1.92804 5.27036 5.05498  -1.31
C12 2.97906 3.96648 3.34093  -0.92
N5 0.31915 7.09926 3.22010  0.36
C13 -0.91979 6.26017 3.32596  -1.06
C14 0.05772 8.47291 3.15720  -1.09
N6 3.00485 7.60296 2.75449  0.29
C15 3.41302 7.87280 4.14288  -1.20
C16 3.90978 8.07275 1.67552  -0.88
H23 1.69738 4.25371 5.37328  0.50
H24 1.09173 5.92895 5.28937  0.40
H25 2.85048 5.75350 5.37714  0.39
H26 3.97489 4.35265 3.12349  0.31
H27 2.58535 3.42672 2.47968  0.23
H28 3.01765 3.35432 4.24197  0.39
H29 -0.77785 5.63191 4.20530  0.30
H30 -1.76183 6.85257 3.68394  0.41
H31 -1.17295 5.61274 2.48642  0.24
H32 1.00515 9.01083 3.12397  0.32
H33 -0.48151 8.61711 2.22095  0.40
H34 -0.57776 8.88080 3.94327  0.32
H35 3.77620 8.89935 4.19187  0.43
H36 2.63116 7.75189 4.89267  0.46
H37 4.14999 7.19807 4.57843  0.29
H38 3.62789 7.67859 0.69915  0.17
H39 4.95785 7.91388 1.92933  0.32
H40 3.72767 9.13801 1.53356  0.33
O3 1.68953 -4.56249 3.69996  -0.99
P3 1.49340 -5.57967 2.61407  0.21
N7 1.66770 -5.01111 1.07679  1.07
C17 2.24672 -5.71198 -0.14305  -0.90
C18 1.06429 -3.63928 0.80979  -0.63
N8 -0.15728 -6.14990 2.55484  0.50
C19 -1.16392 -5.57272 3.48803  -0.93
C20 -0.71899 -7.25890 1.66897  -0.89
N9 2.52498 -7.01579 2.69465  0.18
C21 3.97529 -6.89742 2.41500  -0.72
C22 2.13509 -8.06546 3.70137  -1.01
H41 2.21643 -5.08503 -1.03418  -0.01
H42 1.66485 -6.59550 -0.40562  0.33
H43 3.30410 -5.96162 -0.05513  0.27
H44 1.66325 -2.94449 1.39851  -0.04
H45 -0.00608 -3.64958 1.01548  0.42
H46 1.33072 -3.28322 -0.18537  -0.02
H47 -0.63206 -4.99712 4.24560  0.30
H48 -1.99762 -5.13071 2.94242  0.06
H49 -1.49123 -6.33097 4.19939  0.34
H50 -1.39816 -7.95954 2.15468  0.37
H51 -1.27932 -6.90679 0.80285  -0.03
H52 0.16074 -7.77108 1.27930  0.38
H53 4.12295 -5.91146 1.97434  0.04
H54 4.63664 -7.00806 3.27433  0.35
H55 4.28607 -7.75086 1.81238  0.33
H56 2.12541 -7.63428 4.70241  0.29
H57 2.75541 -8.94475 3.52767  0.41
H58 1.11400 -8.39362 3.50702  0.29
C23 7.48330 0.86913 1.94176  -0.74
O4 6.53592 0.81502 0.91165  -0.39
C24 5.26510 1.07466 1.04693  0.74
O5 4.70718 1.26592 2.07907  -0.50
O6 4.66333 1.10061 -0.08594  -0.21
C25 3.24735 1.10388 -0.18829  -0.29
H59 8.24496 0.09285 1.86853  0.28
H60 6.92230 0.71470 2.86347  0.33
H61 7.98048 1.83887 1.96450  0.29
H62 2.98282 1.09325 -1.24565  0.12
H63 2.86209 2.07370 0.12661  0.44
H64 2.73812 0.24184 0.24261  -0.08
C26 -1.14918 -5.75537 -2.20998  -0.26
O7 -0.93988 -4.40680 -2.73983  -0.07
C27 0.15525 -4.12930 -3.39669  0.70
O8 0.93665 -4.95633 -3.88034  -0.64
O9 0.19462 -2.77078 -3.62143  -0.15
C28 1.17624 -2.24092 -4.50045  -0.62
H65 -0.24954 -5.99892 -1.64478  -0.09
H66 -1.27126 -6.46027 -3.03237  0.44
H67 -1.92752 -5.85643 -1.45363  0.05
H68 1.13172 -2.37727 -5.58096  0.33
H69 2.11644 -2.38338 -3.96768  0.21
H70 1.03808 -1.16025 -4.53460  0.13
C29 -1.19873 4.14086 -4.71973  -0.33
O10 -0.90619 4.78485 -5.90291  -0.26
C30 -1.87309 5.10701 -6.83309  0.62
O11 -3.04315 4.74497 -6.82480  -0.56
O12 -1.40004 6.13773 -7.61268  -0.30
C31 -2.24715 6.95422 -8.39990  -0.63
H71 -1.72646 3.21296 -4.94019  0.34
H72 -1.90668 4.78477 -4.19792  0.24
H73 -0.22211 3.93248 -4.28279  0.06
H74 -3.11059 7.22473 -7.79213  0.31
H75 -2.45739 6.41618 -9.32425  0.28
H76 -1.78866 7.91621 -8.62898  0.23
C32 4.84485 -3.56725 -1.71584  -0.71
O13 5.11211 -3.68720 -0.34287  -0.43
C33 4.45401 -3.00681 0.47626  0.79
O14 3.65007 -2.12848 0.20309  -0.14
O15 4.96233 -3.14620 1.66324  -0.45
C34 4.68867 -2.32513 2.69396  -0.29
H77 5.76094 -3.87265 -2.22143  0.37
H78 4.86966 -2.50764 -1.97024  0.23
H79 3.95489 -4.09140 -2.06416  0.22
H80 3.76620 -2.51760 3.24175  0.11
H81 4.69042 -1.27836 2.39004  -0.02
H82 5.52787 -2.48710 3.37043  0.32
C35 0.45404 -0.71670 -1.01451  -0.49
O16 0.74603 0.56423 -1.62007  -0.40
C36 -0.01151 1.59670 -1.22556  0.52
O17 -1.13922 1.68479 -0.65833  -0.14
O18 0.59426 2.69811 -1.86240  0.29
C37 0.00986 3.94687 -1.69077  -0.08
H83 0.33263 -0.52227 0.05112  0.11
H84 1.37710 -1.26908 -1.19041  0.15
H85 -0.44560 -1.16676 -1.43424  0.46
H86 0.00824 4.05916 -0.60656  0.25
H87 -1.03597 4.02151 -1.98871  -0.68
H88 0.63197 4.67432 -2.21220  0.26



C37H89Cl2N7O15Zn | the ωB97M-V functional and the def2-TZVPD basis

Output
HOMO energy, eV: -8.64
Maximum force, hartree/bohr: 0.092
Spin multiplicity: 1

Last column: Mulliken charge in e.
Element x y z (Å)
Zn1 -1.82035 -0.39922 -2.50401  0.73
Cl1 -0.06116 -1.04440 -0.79050  -0.85
Cl2 -1.83833 2.05422 -2.46413  -0.69
C1 6.53559 1.77376 0.32359  -0.41
O1 6.64343 2.76134 1.31802  -0.45
C2 5.59338 3.72060 1.37024  -0.78
C3 4.26673 3.34896 2.05041  -0.50
O2 3.60890 2.29052 1.31361  0.06
C4 2.34942 1.80921 1.91918  -0.17
H1 6.46848 2.24380 -0.65756  0.29
H2 5.71902 1.06399 0.45607  0.02
H3 7.45846 1.19765 0.39068  0.34
H4 5.44389 4.11558 0.36538  0.33
H5 5.93279 4.58145 1.94630  0.38
H6 3.63551 4.21739 2.23884  0.36
H7 4.43936 2.90754 3.03197  0.43
H8 1.78821 1.08449 1.32935  -0.46
H9 1.73154 2.67490 2.15769  0.26
H10 2.50239 1.24522 2.83930  0.48
C5 0.28386 5.18787 -2.75002  -0.72
O3 1.52043 4.56361 -2.28415  -0.43
C6 1.61842 4.31110 -0.87337  0.46
C7 1.48805 5.59433 -0.01431  -0.64
O4 2.37421 6.62841 -0.42204  -0.38
C8 2.36057 7.80815 0.38661  -0.78
H11 0.02600 5.00121 -3.79250  0.29
H12 0.38637 6.27003 -2.83073  0.27
H13 -0.50897 4.84173 -2.08693  0.25
H14 2.56905 3.86372 -0.58309  -0.28
H15 0.87786 3.54926 -0.62991  0.12
H16 1.61611 5.32380 1.03379  0.51
H17 0.50020 6.05152 -0.07132  0.46
H18 2.71850 8.60786 -0.26182  0.24
H19 3.06089 7.69292 1.21388  0.26
H20 1.39521 8.02584 0.84355  0.34
C9 -0.15180 0.39464 4.38804  -0.58
O5 0.25464 1.73371 4.62029  -0.18
C10 -0.10436 2.29289 5.88773  -0.61
C11 0.22186 1.50252 7.20082  -0.61
O6 1.64530 1.51512 7.41810  -0.28
C12 2.11109 0.79990 8.59696  -0.76
H21 0.43062 -0.27663 5.01912  0.57
H22 -0.00190 0.19862 3.32634  -0.55
H23 -1.21478 0.30530 4.61205  0.57
H24 -1.16494 2.53357 5.96065  0.37
H25 0.46912 3.21966 5.87016  0.25
H26 -0.13239 0.47274 7.24742  0.36
H27 -0.16543 1.98173 8.09997  0.49
H28 3.16978 0.99833 8.76394  0.24
H29 1.93317 -0.27406 8.54161  0.30
H30 1.49785 1.11603 9.44083  0.30
C13 -2.12235 -6.02354 1.89086  -0.79
O7 -2.52076 -4.74673 2.35723  -0.45
C14 -1.71792 -3.64524 1.88595  0.80
C15 -2.09556 -2.35592 2.53675  0.11
O8 -1.56389 -2.20074 3.87010  -0.14
C16 -1.97691 -3.16855 4.76083  -0.87
H31 -2.44531 -6.24649 0.87395  0.24
H32 -2.58068 -6.66667 2.64214  0.30
H33 -1.04672 -6.19769 1.91886  0.34
H34 -1.94499 -3.59744 0.82093  -0.45
H35 -0.66456 -3.92098 1.93584  0.25
H36 -3.17972 -2.28788 2.62653  0.44
H37 -1.60972 -1.52907 2.01869  -0.58
H38 -1.59324 -4.18088 4.63403  0.23
H39 -3.06310 -3.20106 4.67579  0.37
H40 -1.77257 -2.81294 5.77073  0.24
C17 2.64010 -2.78869 -3.51556  -0.74
C18 3.57667 -1.69183 -2.97857  0.84
O9 4.75790 -1.70348 -3.18914  -0.70
N1 3.07871 -0.78439 -2.11379  0.70
C19 3.79903 0.20235 -1.32246  -0.97
H41 2.47247 -2.58803 -4.57373  0.25
H42 1.70205 -2.82647 -2.96173  -0.10
H43 2.94819 -3.79229 -3.22235  0.44
H44 2.08615 -0.82462 -1.93122  -0.62
H45 4.82468 0.32539 -1.67032  0.41
H46 3.84494 -0.00642 -0.25363  0.12
H47 3.41102 1.19967 -1.52954  0.33
C20 -3.21290 4.13033 1.60884  -0.93
C21 -2.02077 3.86766 2.54408  0.74
O10 -1.89741 4.59715 3.53626  -0.73
N2 -1.16588 2.88848 2.29067  0.89
C22 -1.27624 1.92688 1.17714  0.42
H48 -2.89115 4.07738 0.56875  0.28
H49 -3.63846 5.11188 1.81750  0.35
H50 -3.97199 3.39488 1.87528  0.16
H51 -0.45291 2.63440 2.95940  -0.45
H52 -1.74300 2.33974 0.28282  0.03
H53 -1.69020 0.98847 1.54608  -0.27
H54 -0.26570 1.72087 0.82434  -0.62
C23 -4.39523 0.25624 0.65208  -1.05
C24 -4.07437 -0.88731 -0.24511  0.32
O11 -3.27670 -0.76233 -1.17309  0.19
N3 -4.68873 -2.01038 0.04802  0.00
C25 -4.60050 -3.32249 -0.53595  -0.87
H55 -4.06407 0.11203 1.68050  0.38
H56 -5.46110 0.42856 0.50271  0.48
H57 -3.90318 1.15298 0.27547  0.02
H58 -5.34293 -1.96408 0.81612  0.31
H59 -3.84341 -3.41779 -1.31429  0.10
H60 -5.56699 -3.72774 -0.83558  0.37
H61 -4.30374 -3.95877 0.29782  0.32
C26 1.96075 -1.76271 2.48823  0.52
C27 2.42770 -3.19163 2.12274  0.58
O12 3.21916 -3.85513 2.80741  -0.76
N4 2.03101 -3.59602 0.97056  0.16
C28 2.41638 -4.81299 0.31354  -0.86
H62 2.48874 -1.41907 3.37774  0.46
H63 0.91510 -1.73167 2.79442  -0.36
H64 2.24681 -1.05225 1.71266  -0.43
H65 1.64176 -2.89796 0.35307  -0.14
H66 1.65488 -5.58659 0.41228  0.20
H67 3.28169 -5.27701 0.78685  0.43
H68 2.67307 -4.66353 -0.73521  0.13
C29 0.32780 -1.40217 -5.99356  -1.56
C30 0.33256 -0.31610 -4.96095  0.52
O13 -0.34518 -0.44345 -3.92066  0.17
N5 1.10221 0.79207 -5.15783  -0.05
C31 1.29874 1.76203 -4.11033  -0.66
H69 -0.42714 -1.16620 -6.74354  0.25
H70 0.06909 -2.39783 -5.63323  0.12
H71 1.29283 -1.51687 -6.48720  0.55
H72 1.75044 0.74645 -5.93101  0.30
H73 2.31867 2.13087 -4.21895  0.44
H74 1.26342 1.39316 -3.08525  -0.25
H75 0.65018 2.63423 -4.19248  0.35
C32 -4.88425 1.34249 -4.76704  -1.48
C33 -3.98102 0.13551 -4.97705  0.47
O14 -3.28797 -0.35266 -4.06250  -0.20
N6 -3.98450 -0.31294 -6.27046  -0.15
C34 -3.21984 -1.47825 -6.73726  -0.41
H76 -4.52916 2.08612 -5.48050  0.43
H77 -4.69436 1.76453 -3.78017  0.20
H78 -5.89192 1.04560 -5.05786  0.43
H79 -4.63951 0.23267 -6.81211  0.21
H80 -3.86591 -2.27572 -7.10433  0.34
H81 -2.65326 -1.86470 -5.89007  -0.29
H82 -2.58870 -1.16885 -7.57035  0.36
C35 -2.39018 -4.52706 -4.09986  -1.37
C36 -1.78359 -3.69474 -3.04062  0.02
O15 -2.10014 -2.45297 -2.99204  0.51
N7 -1.12613 -4.23733 -2.04445  1.04
C37 -0.90064 -5.65075 -1.84798  -1.08
H83 -1.69395 -5.27194 -4.48524  0.44
H84 -2.64117 -3.92252 -4.97144  0.11
H85 -3.38427 -4.94095 -3.93084  0.35
H86 -0.71796 -3.59944 -1.37618  -0.47
H87 -0.56805 -5.83986 -0.82733  0.04
H88 -0.21509 -6.17957 -2.51014  0.34
H89 -1.82728 -6.20513 -1.99661  0.41



The lowest maximum force belongs to which entry?
C37H89Cl2N7O15Zn



What is the maximum force in the second record?
0.092 hartree/bohr